[1]
This record from OMol25 describes 2 unconnected molecules or ions with the total composition C6H5N. The level of theory is ωB97M-V/def2-TZVPD.

```
12
Properties=species:S:1:pos:R:3:forces:R:3
N -2.4782 -3.0850 1.7637 0.32 -0.15 -0.43
C -1.0897 -1.0419 1.1364 1.13 -1.73 -3.24
C 0.3407 0.4715 -0.4420 -1.59 0.41 1.16
C 0.7375 -2.2148 -1.9743 -5.57 0.87 2.84
C -1.7709 -2.2782 1.3438 -0.42 -0.37 0.64
C -0.3228 -0.7744 0.0688 0.38 0.35 0.81
C 1.8060 -2.3681 -2.4731 5.45 -0.82 -2.61
H 1.3940 0.4120 -0.6082 0.69 -0.51 0.01
H -0.1263 0.6627 -1.4159 0.08 0.41 0.23
H -1.4305 -0.3797 1.8177 -0.52 2.66 2.03
H -0.1103 -1.6303 -0.5826 0.06 -0.96 -0.66
H 0.1604 1.2726 0.3068 -0.01 -0.17 -0.79
```
Positions in Å, forces in eV/Å.

Frontier orbital gap, eV: 6.3
Relative energy (zero: lowest compared OMol25 entry of this formula, charge and spin), kcal per mole: 214.75
HOMO, Eh: -0.3927

[2]
This record from OMol25 describes a molecular structure, C23H46As2CrN8O9S. The level of theory is ωB97M-V/def2-TZVPD.

```
90
Properties=species:S:1:pos:R:3:forces:R:3
As -0.6144 -1.2983 -0.2565 -0.09 -0.17 0.05
As 1.3068 -4.6467 0.4871 0.05 0.04 0.04
Cr -0.1309 2.9169 0.7939 -0.04 0.21 -0.46
S -1.4518 2.1153 -1.0908 -0.07 -0.05 -0.02
O 2.9419 -2.9241 -1.5137 -0.02 0.00 -0.02
O 1.1653 -4.7807 -3.1083 -0.08 0.03 -0.10
O 0.5291 -3.2667 3.1013 0.02 -0.01 -0.03
O -2.0487 -1.7695 -2.6291 0.01 -0.02 0.01
O -1.8258 -3.9593 -3.0489 0.07 -0.10 0.00
O -0.1837 -6.2877 -2.2276 0.01 -0.04 0.02
O 0.8457 4.4101 -0.2444 -0.19 -0.27 0.35
O 2.2682 -0.8660 -0.9462 0.00 0.06 0.06
O -0.1981 -1.1491 3.0020 -0.03 0.14 -0.08
N 2.2264 5.6999 -1.4612 0.00 0.08 -0.02
N 1.3449 1.6225 0.0979 0.02 0.25 0.12
N -0.9455 1.4952 2.0506 -0.03 -0.11 0.10
N 1.1346 3.1988 2.4222 0.27 -0.03 -0.04
N -3.5145 2.4303 -2.6925 0.10 -0.08 -0.10
N -3.4945 3.8724 -0.9189 0.09 -0.04 -0.03
N -1.1562 4.6021 1.7060 0.28 0.02 0.06
N 0.7657 4.2728 -2.5161 0.05 -0.10 0.10
C 0.7249 2.3488 3.5906 -0.16 -0.05 -0.02
C 0.1754 -4.1205 -1.1082 0.02 0.00 -0.15
C 0.6629 -2.0550 1.0387 -0.07 0.11 -0.02
C 1.0783 4.6464 2.7515 -0.13 0.07 -0.02
C -1.5419 -2.8533 -2.3987 0.01 0.16 0.08
C 2.8161 -5.5359 -0.3727 -0.01 -0.10 -0.07
C -2.9253 2.8690 -1.6037 -0.11 0.10 0.13
C 2.4848 2.7929 1.9209 0.01 -0.05 0.00
C -0.7186 1.8884 3.4654 0.08 0.05 0.02
C 2.3131 -2.0715 -0.7506 -0.01 -0.04 0.01
C -1.1264 -6.6288 -1.1999 -0.05 0.05 0.03
C 1.2629 4.7817 -1.3891 0.01 0.05 -0.06
C 1.6862 -2.7191 0.4608 0.12 0.12 -0.07
C 2.3727 1.4798 1.1682 0.04 0.02 0.06
C 3.5066 -2.4673 -2.7629 0.07 0.02 -0.03
C -0.3707 5.0673 2.9058 0.06 -0.02 -0.02
C 0.2604 -2.1553 2.4705 0.00 -0.10 0.06
C -3.0435 1.3382 -3.5550 0.05 -0.02 -0.04
C 0.3791 -5.0912 -2.2560 -0.01 -0.01 0.16
C 0.2792 -3.3525 4.5274 -0.03 0.00 0.04
C -2.7162 -3.8533 -4.1805 -0.04 0.03 -0.05
C -2.2698 -1.7195 0.7281 0.05 -0.02 0.01
C -0.5723 -3.0211 -1.2705 -0.07 -0.04 -0.03
H 0.2644 -2.3639 4.9730 0.02 0.02 -0.01
H -3.0619 -1.7997 -0.0155 0.02 0.01 -0.03
H -2.1786 -2.6712 1.2499 -0.02 0.00 0.01
H -1.4275 2.6718 3.7240 -0.01 -0.01 0.00
H 3.2025 2.7209 2.7407 -0.04 0.00 0.04
H -4.3646 2.8926 -2.9868 -0.02 -0.01 0.04
H -0.8939 1.0448 4.1313 -0.02 -0.04 -0.02
H -2.5541 0.5676 -2.9650 -0.03 -0.01 0.01
H 2.7860 -5.4740 -1.4574 0.01 0.03 0.04
H -3.9083 0.9006 -4.0451 -0.03 0.03 0.01
H -0.8123 4.6218 3.7932 -0.03 0.02 0.01
H -2.3600 1.7153 -4.3154 0.00 0.02 0.03
H -3.6896 -3.4955 -3.8542 0.00 0.00 0.02
H 4.5456 -2.1908 -2.5991 0.00 0.02 0.03
H -0.6746 -3.8511 4.6758 -0.02 0.01 -0.01
H 2.5869 6.1197 -0.6218 -0.05 -0.01 0.03
H 2.5473 6.0758 -2.3391 0.01 -0.02 -0.01
H -0.6048 -6.9802 -0.3103 0.02 -0.01 0.01
H 2.8294 3.5708 1.2403 0.00 0.06 0.03
H 3.4362 -3.3099 -3.4416 -0.02 -0.02 0.03
H -1.0685 5.3153 0.9828 -0.03 -0.01 -0.01
H -2.5448 -0.9507 1.4481 0.04 0.02 0.00
H -3.1599 4.0746 0.0025 -0.02 0.05 -0.04
H -0.4368 6.1477 3.0234 -0.04 0.02 -0.03
H 2.0581 0.6620 1.8170 -0.01 -0.03 -0.02
H 3.7399 -5.0891 -0.0118 -0.01 0.03 0.04
H -1.9397 1.3280 1.9068 0.01 0.05 -0.12
H -2.1371 4.5871 1.9713 -0.02 -0.08 -0.01
H 2.9458 -1.6188 -3.1420 -0.04 0.00 0.00
H 1.5314 5.1903 1.9258 0.04 -0.02 0.02
H 0.0918 3.5239 -2.4480 -0.10 0.04 -0.05
H 2.7834 -6.5776 -0.0577 0.00 0.00 0.01
H 1.6390 4.8710 3.6613 0.02 -0.06 0.01
H -1.7686 -5.7835 -0.9537 0.01 0.00 -0.03
H 1.0824 -3.9538 4.9389 0.01 -0.02 -0.04
H -2.2959 -3.1728 -4.9168 0.02 0.00 0.00
H 1.3687 1.4723 3.6208 0.02 0.00 -0.02
H 0.8767 2.8945 4.5227 0.06 0.02 -0.01
H -2.7893 -4.8555 -4.5857 0.01 -0.02 0.01
H 1.0950 4.5632 -3.4220 0.01 -0.03 -0.03
H 3.3408 1.2031 0.7528 -0.03 -0.05 -0.06
H -0.5266 0.5572 1.9404 0.00 0.01 0.04
H -1.7280 -7.4370 -1.6016 0.01 -0.01 -0.02
H 1.1221 0.6853 -0.2644 -0.03 -0.06 0.06
H 1.7674 2.0996 -0.6974 0.05 -0.05 -0.01
H -4.3978 4.2417 -1.1776 -0.01 -0.01 0.02
```
Positions in Å, forces in eV/Å.

Multiplicity: 4
Frontier orbital gap (spin up / spin down), eV: 6.5 / 6.7
HOMO (spin up / spin down), Eh: -0.5489 / -0.5489
Net charge: +3

[3]
This record from OMol25 describes 2 unconnected molecules or ions with the total composition CHCl2N. The level of theory is ωB97M-V/def2-TZVPD.

```
5
Properties=species:S:1:pos:R:3:forces:R:3
Cl -2.4564 1.5448 -0.1432 -0.46 0.81 -0.21
Cl 2.1865 -0.5118 0.1007 1.11 -0.29 -1.88
N -1.0072 -0.6437 0.7046 -0.27 0.48 0.08
C -1.5949 0.3009 0.3993 0.65 -1.30 0.18
H 2.8720 -0.6902 -1.0614 -1.03 0.29 1.84
```
Positions in Å, forces in eV/Å.

Frontier orbital gap, eV: 11.8
Structure (SMILES): N#CCl.Cl
Relative energy (zero: lowest compared OMol25 entry of this formula, charge and spin), kcal per mole: 9.19
HOMO, Eh: -0.4154

[4]
This record from OMol25 describes a single C5H12NO2 molecule. The level of theory is ωB97M-V/def2-TZVPD.

```
20
Properties=species:S:1:pos:R:3:forces:R:3
O -2.1093 0.1193 -0.1566 -0.44 -0.11 -1.70
O 0.1001 -0.6022 -1.8473 2.30 -0.16 -0.94
N 0.8031 1.4456 0.5087 -1.67 0.54 -0.71
C -1.1773 -0.3379 0.6652 0.12 1.30 3.49
C 0.9291 -0.6795 -0.6934 -0.11 -2.33 0.01
C 1.1484 -2.2072 -0.3812 -1.21 0.34 -0.06
C 0.3029 0.0531 0.4943 2.86 0.34 -0.52
C -0.0500 2.3367 1.2888 -0.02 -0.22 0.57
H -0.0172 1.9882 2.3269 0.10 0.36 0.07
H -0.7704 -0.3529 -1.6599 -2.11 0.62 0.73
H -1.1105 2.3430 1.0300 -0.21 -0.25 -0.39
H 0.6235 -2.7141 -1.1908 0.27 -0.27 0.02
H 1.9320 -0.4274 -1.0271 -0.08 1.24 0.32
H 0.7961 -0.2675 1.4224 -0.51 -0.83 -0.09
H -1.4364 0.0323 1.6832 0.12 -0.07 0.02
H 0.6704 -2.5319 0.5459 0.08 0.04 0.10
H -1.1988 -1.4138 0.8898 -0.10 -0.32 -0.94
H 0.8742 1.8306 -0.4284 -0.07 -0.29 -0.11
H 2.1825 -2.5205 -0.3578 0.27 0.11 0.00
H 0.2580 3.3758 1.2140 0.42 -0.05 0.14
```
Positions in Å, forces in eV/Å.

Multiplicity: 2
Frontier orbital gap (spin up / spin down), eV: 10.2 / 7.1
Relative energy (zero: lowest compared OMol25 entry of this formula, charge and spin), kcal per mole: 50.55
HOMO (spin up / spin down), Eh: -0.3438 / -0.3433

Calculated total energy for the records above, in order: -7782.482 -215858.848 -27587.120 -10961.180 eV